ORCA calculation (ωB97M-V/def2-TZVPD) on C56H50GeMoN4O3S2Sb as an isolated structure.

Geometry (Å):
Mo  -5.1853  3.7649  4.6431
C  -2.3214  4.1736  1.1749
C  -3.4411  3.9340  2.1247
N  -3.4185  4.0436  3.3701
N  -2.2095  4.1378  4.0404
C  -2.4053  4.6355  5.1710
S  -3.8860  5.3435  5.7070
S  -1.1490  4.4231  6.4293
C  0.3502  3.7696  5.6850
C  1.0222  4.6872  4.6564
C  1.1101  6.0720  4.8600
C  1.6748  6.8672  3.8604
C  2.0675  6.2670  2.6469
C  1.9852  4.8989  2.4414
C  1.4621  4.1267  3.4978
C  -4.7281  3.4369  1.5165
C  -4.6161  2.7216  0.3521
C  -5.7093  2.3050  -0.3590
C  -6.9468  2.6383  0.2137
C  -7.1134  3.4165  1.3332
C  -6.0000  3.9031  2.0114
O  -6.2195  4.6402  3.1112
H  -2.6007  4.6788  0.3266
H  -1.8299  3.2306  0.8628
H  -1.5214  4.7283  1.6427
H  0.2172  2.7493  5.2665
H  1.0104  3.6209  6.4957
H  0.5963  6.4875  5.6933
H  1.9085  7.9034  4.0801
H  2.5799  6.8785  1.8895
H  2.4716  4.4270  1.5499
H  1.3306  3.0653  3.4011
H  -3.6428  2.3430  0.1617
H  -5.7269  1.6720  -1.2591
H  -7.8434  2.2632  -0.2615
H  -8.0725  3.7518  1.6946
H  3.8949  -4.0281  0.1579
C  -5.2252  -1.4369  7.4863
N  -5.5631  -0.1176  7.1094
C  -6.7381  0.4449  7.5322
C  -7.0684  1.6913  7.3263
C  -6.1614  2.3664  6.5339
O  -6.6851  3.4059  6.0098
N  -4.9797  1.9523  6.1111
C  -4.6073  0.6617  6.3795
O  -3.5997  0.1273  6.0371
H  -4.3740  -1.3962  8.1613
H  -4.8451  -1.9923  6.6647
H  -6.0976  -2.0482  7.9742
H  -7.3429  -0.2018  8.2101
H  -7.9230  2.1546  7.6325
C  -2.2176  1.4211  -5.0345
C  -1.0532  0.8993  -4.4369
C  -0.3198  -0.1778  -4.9264
C  -0.7683  -0.7377  -6.1435
C  -1.9396  -0.2390  -6.7471
C  -2.6439  0.8706  -6.2154
Sb  0.3181  -2.3220  -7.0553
C  -0.6394  -2.8815  -8.9208
C  0.0286  -2.9942  -10.0901
C  -0.5246  -3.4892  -11.3249
C  -1.8796  -3.8985  -11.2477
C  -2.5381  -3.8653  -10.0503
C  -1.9694  -3.3753  -8.8514
C  1.8637  -1.0915  -8.0682
C  1.3787  -0.1736  -9.0952
C  2.1752  0.4594  -10.0092
C  3.5036  -0.0295  -10.1825
C  4.0437  -0.9261  -9.2359
C  3.2490  -1.4342  -8.1446
H  -2.7026  2.3029  -4.5868
H  -0.5819  1.2348  -3.4655
H  0.6264  -0.4710  -4.5310
H  -2.3103  -0.7589  -7.6246
H  -3.5360  1.1487  -6.7514
H  1.1160  -2.6998  -10.1427
H  0.0240  -3.4575  -12.2109
H  -2.3763  -4.3205  -12.1729
H  -3.5606  -4.2477  -9.9994
H  -2.5787  -3.3822  -7.9248
H  0.2243  0.0216  -9.0539
H  1.8813  1.2517  -10.7124
H  4.0710  0.2678  -11.1373
H  5.1535  -1.2415  -9.2280
H  3.6384  -1.9684  -7.3683
C  2.1221  -5.0707  1.9815
Ge  3.9905  -4.4451  1.7341
C  5.5041  -5.6517  1.8556
C  5.8755  -6.1984  3.0411
C  7.0028  -6.9687  3.1867
C  7.7547  -7.2799  2.0824
C  7.4151  -6.7210  0.8727
C  6.2627  -5.9101  0.7282
C  4.2019  -2.9524  2.9113
C  4.9666  -3.1143  4.0699
C  5.2458  -2.0484  4.9304
C  4.7787  -0.7919  4.5993
C  4.0653  -0.5070  3.4357
C  3.7781  0.8081  3.0658
C  3.3237  0.9247  1.7716
C  2.8512  -0.1909  1.0621
C  3.0706  -1.4564  1.4224
C  3.7131  -1.6550  2.6714
H  1.5815  -4.1105  2.1399
H  2.1243  -5.7071  2.9143
H  1.6095  -5.7181  1.3012
H  5.3102  -5.9925  3.9066
H  7.3117  -7.2006  4.1540
H  8.6779  -7.8497  2.2326
H  8.0171  -6.9351  -0.0365
H  5.9695  -5.4965  -0.2911
H  5.4507  -4.0901  4.3231
H  5.8541  -2.1427  5.8152
H  5.0288  0.0692  5.2493
H  3.9148  1.5548  3.8801
H  3.1543  1.9400  1.3151
H  2.3010  -0.0060  0.1409
H  2.7318  -2.3699  0.8652

The HOMO-LUMO gap (spin up / spin down) is 7.05 / 7.97 eV. The value obtained for the HOMO energy (spin up / spin down) is -7.35 / -8.25 eV. The energy relative to the best compared isomer or geometry (same formula, charge and spin) is 0.0 kcal per mole. The value obtained for the lowest unoccupied orbital energy (spin up / spin down) is -0.30 / -0.28 eV. As for the multiplicity: 4.